# 1
{
  "formula": "C10H15Br",
  "method": "ωB97M-V/def2-TZVPD",
  "homo_energy_ev": -8.2,
  "multiplicity": 1,
  "homo_lumo_gap_ha": 0.31910,
  "lumo_ev": 0.49,
  "relative_energy_kcal_mol": 52.7,
  "total_charge": 0,
  "symbols": ["C", "C", "C", "C", "C", "C", "Br", "C", "C", "C", "C", "H", "H", "H", "H", "H", "H", "H", "H", "H", "H", "H", "H", "H", "H", "H"],
  "positions_angstrom": [[1.52142, -2.60121, 0.47709], [0.57223, -1.38154, 0.44194], [0.02449, -0.83579, -0.64301], [0.19241, -1.30751, -2.04964], [-0.92609, 0.52273, -0.40176], [-1.30615, 1.47831, -1.45176], [-2.80451, -0.40120, -0.10692], [-0.64023, 1.28022, 0.90764], [0.30904, 2.39599, 0.82904], [-0.09568, 0.44086, 1.91422], [0.36707, -0.81411, 1.76506], [1.34694, -3.13883, 1.41036], [2.58218, -2.14821, 0.47540], [1.47479, -3.43537, -0.32103], [-0.76417, -1.01223, -2.52418], [0.48512, -2.38729, -2.02402], [1.04975, -0.86960, -2.57651], [-1.96252, 2.21497, -1.07449], [-1.85219, 0.98678, -2.19881], [-0.27611, 1.81431, -1.83363], [-1.68975, 1.71983, 1.20137], [1.20672, 1.94061, 0.38731], [0.54682, 2.83916, 1.80680], [-0.06780, 3.25716, 0.22244], [-0.35395, 0.71829, 2.91272], [1.06019, -1.27634, 2.45437]]
}

# 2
{
  "formula": "C19H27N3O",
  "method": "ωB97M-V/def2-TZVPD",
  "homo_energy_ev": -4.5,
  "multiplicity": 1,
  "homo_lumo_gap_ha": 0.09953,
  "lumo_ev": -1.76,
  "relative_energy_kcal_mol": 292.6,
  "total_charge": 0,
  "symbols": ["C", "C", "C", "C", "C", "C", "C", "N", "C", "C", "N", "C", "H", "H", "H", "H", "H", "H", "H", "H", "H", "C", "C", "C", "C", "C", "C", "N", "O", "C", "C", "C", "H", "H", "H", "H", "H", "H", "H", "H", "H", "H", "H", "H", "H", "H", "H", "H", "H", "H"],
  "positions_angstrom": [[2.69348, -5.00568, -1.48444], [2.52067, -3.55922, -2.01907], [1.03570, -3.12169, -1.95107], [-0.00216, -4.07275, -1.36522], [-1.50786, -3.48794, -1.29881], [-1.74329, -1.96486, -1.02822], [-3.22372, -1.46184, -0.93075], [-4.34764, -2.37533, -1.10764], [-4.22163, -3.79666, -1.38857], [-2.78139, -4.41484, -1.49626], [0.10070, -5.40311, -0.85762], [1.47305, -5.77542, -0.98267], [3.73015, -5.49027, -1.46872], [3.36836, -2.91952, -2.42932], [0.73196, -2.08102, -2.31523], [-0.85424, -1.24843, -0.90224], [-3.39174, -0.34511, -0.69708], [-5.29022, -1.96574, -1.00511], [-5.16924, -4.44421, -1.50069], [-2.66775, -5.54169, -1.69968], [1.68536, -6.86123, -0.63535], [-1.44941, 3.20538, -0.00505], [0.00548, 2.72087, -0.17341], [0.97427, 3.90928, 0.02253], [1.09878, 4.41802, 1.45540], [0.83278, 3.34625, 2.50918], [1.03581, 1.89346, 2.02300], [0.17940, 1.67679, 0.85167], [0.26455, 0.40379, 0.35076], [0.55029, 0.98083, 3.17086], [2.53696, 1.62454, 1.79958], [0.17480, 2.27622, -1.64413], [-2.15787, 2.39005, -0.17695], [-1.68951, 4.00397, -0.71742], [-1.63778, 3.59559, 0.99809], [1.97247, 3.62195, -0.32562], [0.67968, 4.74766, -0.62215], [2.10286, 4.83390, 1.59403], [0.40729, 5.25192, 1.61521], [1.45483, 3.54815, 3.38851], [-0.20038, 3.46347, 2.85691], [-0.52495, 1.09973, 3.33882], [1.05889, 1.22839, 4.10934], [0.74503, -0.07602, 2.96644], [3.09928, 1.80251, 2.72372], [2.97629, 2.26388, 1.02960], [2.72357, 0.58675, 1.51035], [-0.02775, 3.11053, -2.32522], [-0.51864, 1.47596, -1.91614], [1.19440, 1.93277, -1.84413]]
}

# 3
{
  "formula": "C9H14N2OS",
  "method": "ωB97M-V/def2-TZVPD",
  "homo_energy_ev": [-7.8, -7.3],
  "multiplicity": 1,
  "homo_lumo_gap_ha": [0.27589, 0.25400],
  "lumo_ev": [-0.34, -0.38],
  "relative_energy_kcal_mol": 126.2,
  "total_charge": 0,
  "symbols": ["C", "C", "C", "C", "C", "C", "C", "C", "C", "N", "N", "O", "S", "H", "H", "H", "H", "H", "H", "H", "H", "H", "H", "H", "H", "H", "H"],
  "positions_angstrom": [[2.90434, 0.31612, 0.39145], [2.29070, 0.01463, 1.58738], [2.49254, -0.39019, -0.76269], [1.16052, -0.82665, 1.63248], [1.48275, -1.26579, -0.76236], [0.73186, -1.39649, 0.46223], [-0.83625, 1.01150, -1.52182], [-1.32678, 2.24819, 0.84900], [-1.68423, 1.37297, -0.28884], [-0.45543, -2.05920, 0.61655], [-1.02807, -2.71849, -0.37431], [-2.88327, -1.21219, -0.41369], [-2.35665, -0.22724, 0.56364], [3.64621, 1.05350, 0.22657], [2.46567, 0.50729, 2.52175], [2.79113, -0.03008, -1.76589], [0.60668, -0.99197, 2.58784], [1.31060, -1.77373, -1.64477], [0.23284, 0.54759, -1.33521], [-1.32940, 0.23828, -2.16001], [-0.63220, 1.90181, -2.10581], [-1.95211, 1.98508, 1.74020], [-1.54082, 3.35018, 0.59913], [-0.29324, 2.23584, 1.33074], [-2.66476, 1.70450, -0.67889], [-1.83271, -3.36540, -0.03945], [-1.29991, -2.23007, -1.25526]]
}

# 4
{
  "formula": "C36H52O8",
  "method": "ωB97M-V/def2-TZVPD",
  "homo_energy_ev": -9.3,
  "multiplicity": 1,
  "homo_lumo_gap_ha": 0.31677,
  "lumo_ev": -0.71,
  "total_charge": 0,
  "symbols": ["C", "C", "C", "C", "C", "C", "C", "C", "C", "C", "C", "C", "C", "C", "C", "C", "C", "O", "C", "C", "C", "C", "C", "C", "C", "O", "H", "H", "H", "H", "H", "H", "H", "H", "H", "H", "H", "H", "H", "H", "H", "H", "H", "H", "H", "H", "H", "H", "H", "H", "H", "H", "H", "H", "C", "C", "O", "C", "C", "O", "H", "H", "H", "H", "H", "H", "H", "H", "C", "C", "O", "C", "C", "O", "H", "H", "H", "H", "H", "H", "H", "H", "C", "C", "O", "C", "C", "O", "H", "H", "H", "H", "H", "H", "H", "H"],
  "positions_angstrom": [[2.38353, -1.43026, 0.17789], [3.89529, -1.21833, 0.09743], [4.48190, -0.61602, 1.36268], [4.12441, 0.86242, 1.63380], [3.95258, 1.74916, 0.40804], [5.27049, 2.14568, -0.27217], [5.01029, 3.20265, -1.36313], [5.24322, 4.67326, -0.96731], [5.03807, 5.05634, 0.50993], [4.08420, 6.24937, 0.71467], [2.65526, 5.79399, 0.84818], [1.85275, 6.21353, 1.91769], [0.54672, 5.76203, 2.08113], [0.02303, 4.83633, 1.18612], [0.81783, 4.41559, 0.11228], [2.10454, 4.90452, -0.07519], [0.30289, 3.40374, -0.84115], [0.84033, 3.21431, -1.90596], [-0.87094, 2.59992, -0.42740], [-1.14919, 1.40472, -1.08349], [-2.25344, 0.64736, -0.69406], [-3.07449, 1.10999, 0.33327], [-2.79448, 2.30313, 0.99386], [-1.67504, 3.05399, 0.62579], [-1.33868, 4.29525, 1.35694], [-2.13083, 4.81293, 2.09995], [1.82991, -0.51130, 0.00158], [2.07661, -2.13883, -0.58843], [2.09892, -1.85954, 1.13510], [4.37361, -2.17679, -0.09848], [4.09735, -0.60019, -0.77554], [5.56023, -0.74743, 1.41297], [4.08375, -1.19639, 2.19631], [3.23638, 0.93474, 2.25796], [4.92892, 1.28726, 2.23566], [3.40867, 2.64323, 0.71255], [3.33462, 1.28297, -0.35772], [5.65744, 1.24959, -0.75355], [5.97836, 2.50407, 0.47037], [4.00255, 3.03680, -1.74153], [5.67325, 2.99249, -2.20104], [4.56494, 5.27204, -1.57216], [6.23516, 4.96749, -1.29570], [4.66475, 4.24124, 1.12215], [6.00806, 5.32725, 0.92141], [4.15768, 6.89348, -0.16241], [4.36004, 6.83549, 1.58594], [2.29355, 6.90053, 2.62589], [-0.05670, 6.09933, 2.90894], [2.66549, 4.54291, -0.91849], [-0.49067, 1.07738, -1.87210], [-2.44059, -0.27487, -1.22016], [-3.94132, 0.53091, 0.61612], [-3.43010, 2.63516, 1.79823], [-5.33675, 1.95484, -4.76970], [-4.43336, 0.81285, -4.35397], [-4.95916, 0.09226, -3.23562], [-5.85576, -0.90468, -3.34424], [-6.55155, -1.13850, -4.66526], [-6.11136, -1.55782, -2.36931], [-6.30952, 1.59735, -5.10805], [-4.87959, 2.52315, -5.57981], [-5.50675, 2.62387, -3.92635], [-4.21532, 0.13395, -5.18008], [-3.47803, 1.20521, -4.00852], [-7.50249, -0.60775, -4.65391], [-6.74736, -2.20353, -4.75991], [-5.97923, -0.82474, -5.53476], [-2.78917, -3.20518, -1.64919], [-2.06655, -4.50049, -1.95202], [-0.65967, -4.30367, -2.10373], [0.19991, -4.26127, -1.06115], [-0.34302, -4.17071, 0.34640], [1.37626, -4.23786, -1.29086], [-2.46340, -2.78101, -0.69868], [-3.86791, -3.35906, -1.60466], [-2.57520, -2.47003, -2.42619], [-2.27260, -5.27055, -1.20652], [-2.39853, -4.89697, -2.91042], [-0.37691, -3.12165, 0.63909], [0.33644, -4.69543, 1.01352], [-1.33192, -4.60830, 0.47057], [-2.90817, -7.61815, 3.70425], [-1.68865, -7.53308, 4.59891], [-0.59995, -6.86337, 3.96000], [-0.45793, -5.52368, 3.95859], [-1.59409, -4.65326, 4.44696], [0.55164, -5.05098, 3.51517], [-3.29962, -6.63003, 3.46137], [-3.69837, -8.18858, 4.19282], [-2.65097, -8.11040, 2.76639], [-1.91289, -7.07116, 5.56159], [-1.31530, -8.53334, 4.81123], [-2.19474, -4.35396, 3.58870], [-1.16512, -3.76305, 4.89975], [-2.23854, -5.12583, 5.18395]]
}

# 5
{
  "formula": "C26H52AlBrF2N4O7P2",
  "method": "ωB97M-V/def2-TZVPD",
  "homo_energy_ev": -11.7,
  "multiplicity": 1,
  "homo_lumo_gap_ha": 0.13988,
  "lumo_ev": -7.90,
  "total_charge": 2,
  "symbols": ["C", "C", "C", "N", "C", "C", "O", "C", "Br", "C", "C", "F", "P", "O", "O", "O", "C", "C", "C", "N", "C", "F", "C", "C", "N", "C", "O", "O", "P", "C", "C", "H", "H", "H", "H", "H", "H", "H", "H", "H", "H", "H", "H", "H", "H", "H", "H", "H", "H", "H", "H", "H", "H", "H", "H", "H", "H", "H", "H", "H", "H", "H", "H", "H", "H", "C", "C", "C", "C", "C", "C", "N", "O", "C", "C", "C", "H", "H", "H", "H", "H", "H", "H", "H", "H", "H", "H", "H", "H", "H", "H", "H", "H", "H", "Al"],
  "positions_angstrom": [[-0.18887, -0.52600, -1.41725], [-0.02028, 0.67606, -1.60562], [0.54014, 2.15388, -1.59646], [0.00280, 2.89801, -2.71144], [-0.40762, 2.26459, -3.93791], [-1.98932, 2.01930, -4.14731], [0.09202, 2.76071, -0.38750], [-1.18790, 2.66141, 0.11597], [-1.32602, 4.32886, 1.26741], [-2.47520, 2.73282, -0.78913], [-3.87385, 2.68356, -0.03087], [-2.50209, 3.93754, -1.57088], [-1.50612, 1.27166, 1.42132], [-2.30048, 1.81992, 2.57860], [-2.41789, -0.01863, 0.80427], [-0.09677, 0.66328, 2.08250], [2.19065, 2.22429, -1.53496], [2.46041, 3.82229, -1.56861], [3.94858, 4.29624, -1.36915], [4.90667, 3.98837, -2.45884], [2.58765, 1.75032, -0.05926], [2.59937, 2.81974, 0.91981], [3.92794, 0.97389, 0.19642], [5.26488, 1.43291, -0.48222], [2.88699, 1.56975, -2.62824], [2.93216, 2.12645, -3.95186], [4.20020, 1.61100, -4.56797], [3.96561, 1.30804, -5.89530], [2.94271, -0.16064, -2.74786], [1.87230, -0.93556, -4.06835], [4.63487, -0.94912, -2.73486], [-0.63197, -1.55194, -1.44923], [-0.05317, 3.90398, -2.62114], [0.08146, 1.28291, -4.23093], [-0.14110, 2.96668, -4.80442], [-2.38111, 1.14560, -3.55320], [-2.57139, 2.97783, -3.99939], [-2.10033, 1.73435, -5.24795], [-2.49139, 1.80448, -1.45452], [-3.88012, 3.12870, 0.99741], [-4.60783, 3.24513, -0.69321], [-4.27137, 1.61626, 0.00318], [-2.56234, 0.05010, -0.16078], [0.02091, -0.28413, 1.85674], [1.86544, 4.38584, -0.79164], [2.11723, 4.29482, -2.55053], [3.90019, 5.44164, -1.31303], [4.37464, 4.00554, -0.35528], [5.85298, 4.30723, -2.23147], [4.61580, 4.49140, -3.30756], [1.78385, 1.04920, 0.34678], [3.76534, -0.12910, -0.05001], [4.10270, 0.97733, 1.32441], [5.67791, 2.34009, 0.07055], [6.04288, 0.61718, -0.28693], [5.25249, 1.56833, -1.59857], [3.01735, 3.23504, -4.10053], [2.14291, 1.77234, -4.70066], [4.25520, 0.36702, -5.98149], [0.76412, -0.80157, -3.94346], [2.06457, -2.05835, -4.03830], [2.19193, -0.60472, -5.11605], [4.86390, -1.58899, -1.83304], [5.49470, -0.21685, -2.89387], [4.69136, -1.65291, -3.63683], [-2.50969, -5.92550, 5.33108], [-2.90790, -5.22536, 4.00959], [-4.43119, -4.96144, 4.00150], [-4.91343, -3.87146, 4.96048], [-3.85949, -2.79930, 5.24749], [-2.76623, -2.66057, 4.16843], [-2.12634, -3.97713, 3.98709], [-1.20773, -3.96594, 3.15782], [-1.72520, -1.66792, 4.73368], [-3.36429, -2.05169, 2.88933], [-2.63648, -6.21728, 2.86502], [-1.44184, -6.15547, 5.34820], [-3.05021, -6.86578, 5.45438], [-2.72466, -5.30705, 6.20544], [-4.74225, -4.68824, 2.98891], [-4.96993, -5.88684, 4.22371], [-5.81025, -3.40785, 4.54152], [-5.22646, -4.32122, 5.90574], [-4.35710, -1.84070, 5.40922], [-3.38580, -3.04024, 6.20502], [-1.23227, -2.07723, 5.61989], [-2.20407, -0.73179, 5.02684], [-0.95275, -1.42122, 4.00197], [-3.81113, -1.07826, 3.10468], [-4.14698, -2.67076, 2.44581], [-2.60460, -1.88609, 2.12474], [-3.22482, -7.12642, 3.00405], [-1.58975, -6.52482, 2.82285], [-2.91155, -5.79376, 1.89502], [5.92319, 2.12192, -6.45899]]
}

# 6
{
  "formula": "C15H30Cl6O3",
  "method": "ωB97M-V/def2-TZVPD",
  "homo_energy_ev": -9.3,
  "multiplicity": 1,
  "homo_lumo_gap_ha": 0.36203,
  "lumo_ev": 0.53,
  "relative_energy_kcal_mol": 32.1,
  "total_charge": 0,
  "symbols": ["C", "C", "C", "O", "C", "H", "H", "H", "H", "H", "H", "H", "H", "C", "C", "C", "O", "C", "H", "H", "H", "H", "H", "H", "H", "H", "C", "C", "C", "O", "C", "H", "H", "H", "H", "H", "H", "H", "H", "Cl", "C", "Cl", "H", "H", "Cl", "C", "Cl", "H", "H", "Cl", "C", "Cl", "H", "H"],
  "positions_angstrom": [[11.83514, 5.63369, 4.50863], [11.43198, 4.82982, 5.77447], [11.45702, 5.91182, 6.83486], [11.58891, 7.20210, 6.19601], [12.38482, 6.98649, 5.06329], [11.04554, 5.71038, 3.79958], [12.74343, 5.12296, 4.17892], [12.12427, 3.96750, 5.99306], [10.42550, 4.46921, 5.71939], [12.30950, 5.70423, 7.50369], [10.57530, 6.01337, 7.47588], [13.46808, 6.98560, 5.38732], [12.28706, 7.83632, 4.32923], [8.43896, 9.96969, 8.78431], [7.71501, 8.92613, 7.92766], [8.83494, 7.84732, 7.76804], [10.00477, 8.24666, 8.47912], [9.56542, 9.17820, 9.44278], [7.80298, 10.27716, 9.57440], [8.81599, 10.78657, 8.16323], [7.34319, 9.29013, 6.93297], [6.90960, 8.48765, 8.44676], [9.09622, 7.67509, 6.76060], [8.46411, 6.92536, 8.18539], [10.40876, 9.76137, 9.64554], [9.23931, 8.68761, 10.31335], [17.33636, 10.03294, 9.02664], [18.61076, 9.56056, 9.82452], [18.16538, 8.65908, 10.89401], [16.79406, 9.02664, 11.15895], [16.44404, 10.10071, 10.27938], [16.95186, 9.15924, 8.45795], [17.27184, 10.95644, 8.45325], [19.27301, 10.42394, 10.14659], [19.31613, 9.07303, 9.07494], [18.66710, 8.55326, 11.83778], [18.08747, 7.62736, 10.52396], [16.59998, 11.09825, 10.78274], [15.41014, 10.06229, 9.99519], [10.57213, 13.37863, 8.29352], [11.13577, 14.72874, 7.35481], [12.18756, 15.84298, 8.22237], [11.69536, 14.30976, 6.53630], [10.30463, 15.32207, 6.94249], [9.67521, 10.80806, 5.39502], [10.98066, 10.21373, 6.34337], [12.52892, 10.78102, 5.44674], [10.88628, 10.67846, 7.34857], [11.01666, 9.18077, 6.45469], [12.25555, 7.21506, 11.88822], [11.43054, 6.22347, 10.67590], [9.96053, 5.51512, 11.39510], [11.10572, 6.79743, 9.86138], [12.09842, 5.40936, 10.43093]]
}